{
  "formula": "C41H53BBrILaN6OS9Sb",
  "method": "ωB97M-V with the def2-TZVPD basis set",
  "symbols": ["La", "C", "C", "C", "C", "N", "N", "B", "N", "N", "C", "C", "C", "C", "C", "S", "C", "C", "C", "C", "N", "N", "C", "C", "C", "C", "C", "S", "C", "C", "C", "C", "C", "S", "C", "C", "C", "C", "H", "H", "H", "H", "H", "H", "H", "H", "H", "H", "H", "H", "H", "H", "H", "H", "H", "H", "H", "H", "H", "H", "H", "H", "H", "H", "H", "H", "H", "H", "H", "H", "H", "H", "H", "H", "H", "H", "H", "S", "Sb", "S", "S", "S", "S", "Br", "C", "C", "C", "C", "C", "C", "I", "H", "H", "H", "H", "C", "C", "C", "C", "C", "C", "C", "S", "C", "O", "H", "H", "H", "H", "H", "H", "H", "H", "H", "H"],
  "positions_angstrom": [[-0.3140, -1.9287, -1.2761], [-4.5581, 1.9892, -1.7921], [-3.3471, 2.4225, -0.9829], [-3.3102, 3.4838, -0.0955], [-2.1951, 3.7694, 0.7109], [-1.0949, 3.0590, 0.6663], [-1.0309, 2.0697, -0.3078], [0.2549, 1.3914, -0.3266], [1.0184, 1.5499, 0.9932], [1.9510, 2.5312, 1.1001], [2.5785, 2.5428, 2.2597], [2.3792, 1.5390, 3.2527], [1.4978, 0.5090, 3.0924], [1.2621, -0.5836, 4.1117], [0.7903, 0.4982, 1.8422], [-0.3819, -0.7268, 1.4962], [3.5816, 3.6629, 2.4346], [4.9579, 3.0639, 2.7158], [3.5910, 4.5099, 1.1666], [3.1167, 4.4948, 3.6570], [1.1222, 0.8757, -1.4285], [2.2299, 0.2183, -0.9267], [3.2023, -0.0786, -1.7271], [2.9941, -0.1195, -3.1298], [1.9096, 0.5052, -3.6919], [1.6787, 0.4886, -5.1803], [0.9744, 1.1461, -2.8128], [-0.3161, 2.1006, -3.4036], [4.5197, -0.3780, -1.0436], [4.3524, -0.5966, 0.4606], [5.2007, -1.5647, -1.6846], [5.3564, 0.8799, -1.3171], [-2.1587, 1.7086, -1.0352], [-2.1512, 0.2541, -2.0506], [-2.1214, 4.9285, 1.6687], [-0.8013, 4.8591, 2.4436], [-2.1757, 6.1900, 0.7872], [-3.3020, 4.8543, 2.6449], [-5.3811, 2.7088, -1.6908], [-4.8908, 0.9829, -1.4738], [-4.2982, 1.9262, -2.8678], [-4.1715, 4.1205, -0.0072], [2.9662, 1.6035, 4.1717], [1.8783, -0.4228, 5.0082], [1.5241, -1.5712, 3.6872], [0.1899, -0.6307, 4.3851], [5.2388, 2.3696, 1.9150], [4.9638, 2.5047, 3.6585], [5.7367, 3.8605, 2.7880], [3.9037, 3.9200, 0.2957], [4.2746, 5.3691, 1.2795], [2.5749, 4.8886, 0.9659], [3.0802, 3.8734, 4.5613], [2.0986, 4.8992, 3.4803], [3.8039, 5.3289, 3.8320], [3.6962, -0.6675, -3.7686], [2.6035, 0.2176, -5.7082], [1.2860, 1.4571, -5.5253], [0.9082, -0.2823, -5.4072], [3.7283, -1.5008, 0.6228], [3.8729, 0.2615, 0.9673], [5.3395, -0.7600, 0.9135], [4.5452, -2.4525, -1.7119], [6.1139, -1.8211, -1.1205], [5.4820, -1.3509, -2.7384], [4.8270, 1.7755, -0.9705], [5.5325, 1.0109, -2.4073], [6.3249, 0.7994, -0.8087], [0.0516, 4.8579, 1.7515], [-0.7515, 3.9305, 3.0430], [-0.7053, 5.7229, 3.1209], [-1.3916, 6.1183, 0.0046], [-2.0082, 7.1057, 1.3838], [-3.1528, 6.2608, 0.2798], [-3.2827, 3.9087, 3.2275], [-4.2736, 4.8697, 2.0982], [-3.2713, 5.7074, 3.3363], [3.4568, -4.5538, -3.8148], [1.5105, -4.1914, -2.7063], [0.2895, -2.5214, -3.9292], [2.1069, -3.2292, -0.5900], [0.1971, -6.1223, -2.5169], [-3.0261, -1.0298, -0.6548], [-6.2008, -4.4704, -3.6469], [-4.6575, -4.8775, -4.7090], [-4.8623, -5.7024, -5.8084], [-3.7869, -6.0534, -6.6080], [-2.5268, -5.5604, -6.3219], [-2.3067, -4.7387, -5.2198], [-3.3861, -4.3559, -4.4336], [-3.1588, -2.9965, -2.7811], [-5.8651, -6.0593, -5.9946], [-3.9492, -6.7233, -7.4408], [-1.6973, -5.8395, -6.9539], [-1.3049, -4.3916, -4.9759], [-3.2757, -1.7396, 5.2350], [-3.0356, -2.5064, 3.9497], [-4.0633, -2.7220, 3.0126], [-3.8690, -3.4613, 1.8531], [-2.6168, -3.9578, 1.5998], [-1.5716, -3.7941, 2.4839], [-1.8004, -3.0952, 3.6659], [-2.2452, -4.6577, 0.0219], [-1.6603, -6.2899, 0.4674], [-0.9517, -3.9210, -0.3170], [-4.3600, -1.7601, 5.4707], [-2.9667, -0.6768, 5.1684], [-2.7327, -2.2041, 6.0741], [-5.0589, -2.3155, 3.2175], [-4.6806, -3.5986, 1.1320], [-0.5841, -4.1534, 2.2435], [-0.9853, -2.9855, 4.3641], [-0.9422, -6.1904, 1.2927], [-1.1390, -6.6570, -0.4346], [-2.5213, -6.9164, 0.7419]],
  "forces_ev_per_a": [[0.44, 1.47, 0.05], [0.26, 0.17, -0.12], [1.24, -0.77, 0.03], [-0.98, 1.26, 0.34], [0.69, -1.40, -0.51], [-0.47, -0.04, -0.41], [0.54, -0.64, -0.04], [0.42, 0.80, -0.99], [-0.01, -1.44, -0.28], [-1.01, -1.48, 1.53], [-0.07, -0.25, -0.98], [-0.02, 0.02, 0.39], [0.19, 0.20, -0.11], [0.10, -0.01, -0.14], [-0.28, 0.40, 0.05], [0.92, 1.12, 0.42], [-0.26, 0.11, 0.52], [0.63, 0.25, -0.02], [0.03, 0.54, -0.06], [-0.31, 0.11, -0.32], [-1.22, 0.26, -0.13], [0.05, 1.19, 0.44], [-0.81, -0.68, -0.04], [0.77, 0.10, -0.60], [-0.23, -0.10, 0.56], [-0.32, -0.13, 0.05], [-0.39, -0.22, -0.34], [0.62, 0.11, 0.35], [-0.04, 0.20, -0.34], [-0.36, -0.24, 0.24], [0.33, -0.84, -0.57], [0.19, 0.30, -0.34], [-0.61, -0.41, -1.15], [0.04, 0.64, 0.47], [-0.15, -0.03, 0.11], [0.18, 0.15, 0.28], [0.13, 0.23, -0.05], [-0.59, -0.10, -0.07], [0.18, -0.15, 0.15], [0.13, 0.48, -0.12], [-0.09, -0.01, 0.59], [-0.33, 0.20, 0.02], [-0.16, -0.02, -0.21], [-0.20, 0.06, -0.21], [-0.17, 0.47, 0.05], [0.52, 0.06, -0.15], [0.04, 0.13, 0.09], [0.03, 0.08, -0.12], [-0.54, -0.49, -0.06], [-0.09, 0.16, 0.22], [-0.17, -0.29, 0.04], [0.46, -0.09, -0.02], [0.04, 0.16, -0.15], [0.53, -0.17, 0.09], [-0.06, -0.06, 0.01], [-0.22, 0.33, 0.28], [-0.26, 0.08, 0.15], [0.24, -0.33, 0.11], [0.45, 0.46, 0.15], [0.34, 0.56, 0.01], [0.19, -0.35, -0.30], [-0.09, 0.00, -0.09], [0.27, 0.32, 0.09], [-0.20, 0.08, -0.24], [-0.05, -0.12, 0.63], [0.13, -0.05, 0.10], [-0.06, -0.13, 0.62], [-0.06, 0.08, -0.06], [-0.21, -0.03, 0.25], [0.03, 0.42, -0.30], [-0.13, -0.14, -0.13], [-0.41, 0.12, 0.44], [-0.09, -0.30, -0.20], [0.38, 0.04, 0.18], [0.11, 0.54, -0.30], [0.64, 0.08, 0.39], [-0.08, -0.16, -0.05], [0.27, 0.04, -0.15], [0.77, -1.42, -0.58], [0.27, -0.21, 0.25], [-0.34, -0.17, -0.28], [0.13, 0.47, -0.13], [-0.40, -0.27, 0.55], [0.14, -0.05, -0.13], [0.52, 0.20, -0.36], [-0.13, 0.06, 0.42], [-0.22, 0.09, 0.04], [0.23, -0.06, 0.14], [-0.14, -0.02, -0.26], [-0.43, 0.00, 0.70], [-0.82, -0.42, -1.06], [0.00, -0.13, -0.13], [0.04, 0.01, -0.12], [0.17, -0.03, 0.02], [-0.18, 0.01, -0.02], [-0.38, 0.07, -0.02], [-0.23, -0.57, -0.53], [-0.32, 0.25, 0.69], [-0.63, 0.47, 0.08], [0.38, -0.47, -0.17], [-0.20, 0.48, 0.85], [-0.03, 0.01, -0.15], [0.51, -0.26, -0.31], [0.20, -0.09, 0.20], [-1.02, -0.95, 0.58], [0.61, 0.09, -0.04], [-0.09, -0.56, -0.09], [-0.16, 0.19, -0.29], [0.33, -0.05, -0.09], [0.30, 0.10, 0.23], [0.16, -0.03, -0.06], [0.15, 0.09, 0.13], [-0.22, -0.11, -0.23], [-0.18, 0.17, 0.23], [0.23, 0.22, -0.06]],
  "gap_ev": [4.123, 4.905],
  "max_force_ev_per_a": 2.35,
  "charge": -2,
  "e_homo_ha": [-0.02572, -0.05442]
}

{
  "formula": "C41H54BN9O2PRbS2",
  "method": "ωB97M-V with the def2-TZVPD basis set",
  "symbols": ["Rb", "C", "C", "C", "C", "C", "N", "N", "B", "N", "N", "C", "C", "C", "C", "C", "N", "N", "C", "C", "C", "C", "C", "H", "H", "H", "H", "H", "H", "H", "H", "H", "H", "H", "H", "H", "H", "H", "H", "H", "H", "H", "H", "H", "H", "S", "C", "C", "C", "C", "C", "C", "C", "C", "C", "N", "H", "H", "H", "H", "H", "H", "O", "N", "C", "C", "C", "C", "C", "S", "H", "H", "H", "H", "O", "C", "C", "C", "C", "C", "C", "N", "H", "H", "H", "H", "H", "H", "H", "C", "C", "P", "C", "C", "C", "C", "H", "H", "H", "H", "H", "H", "H", "H", "H", "H", "H", "H", "H", "H", "H"],
  "positions_angstrom": [[-0.4967, -1.9523, 0.5548], [-3.6379, -2.1049, -1.9234], [-4.1761, -1.6317, -0.6071], [-5.4727, -1.1197, -0.2490], [-5.3236, -0.7884, 1.1176], [-6.2523, -0.1352, 2.0929], [-4.0550, -1.1447, 1.5370], [-3.3704, -1.7197, 0.4924], [-3.1540, -0.7479, 2.7209], [-2.5068, -1.9891, 3.3792], [-1.1019, -2.2532, 3.3117], [-0.9568, -3.5110, 3.6960], [0.3397, -4.2528, 3.6515], [-2.2038, -4.1012, 4.0583], [-3.1307, -3.0902, 3.8859], [-4.6128, -3.2370, 4.1147], [-2.0256, 0.3113, 2.2737], [-2.0244, 0.6564, 0.9522], [-1.2651, 1.7901, 0.8032], [-1.3463, 2.4289, -0.5369], [-0.9070, 2.2219, 2.1320], [-1.4341, 1.2680, 3.0018], [-1.4438, 1.3692, 4.4996], [-3.1075, -3.0517, -1.7527], [-4.5100, -2.3499, -2.5432], [-2.9632, -1.3871, -2.3401], [-6.3497, -0.9439, -0.8577], [-6.9032, -0.9076, 2.5203], [-5.7005, 0.4283, 2.9009], [-6.8734, 0.6360, 1.6223], [-3.9059, -0.2302, 3.4824], [0.7946, -3.9805, 2.6248], [1.1175, -3.9833, 4.3588], [0.1935, -5.3158, 3.8357], [-2.5013, -5.1588, 4.2901], [-5.0875, -2.2470, 4.1397], [-5.1795, -3.8230, 3.3354], [-4.8781, -3.7092, 5.0585], [-2.2302, 1.9935, -1.0498], [-1.4651, 3.5169, -0.5508], [-0.4645, 2.1869, -1.1304], [-0.3668, 3.1417, 2.3453], [-1.1836, 2.4055, 4.7160], [-2.4609, 1.0956, 4.8885], [-0.5965, 0.7437, 4.9351], [2.2468, -2.0408, -3.4384], [1.3448, -0.5561, -3.5909], [0.1435, -0.6629, -2.9328], [0.0215, -1.8537, -2.3250], [0.9136, -2.8448, -2.5182], [1.0250, -4.1489, -1.9743], [1.8977, -5.1021, -2.5242], [1.9234, -6.3702, -2.0251], [1.3292, -6.6458, -0.7810], [0.3843, -5.7157, -0.3112], [0.2408, -4.4598, -0.8594], [1.7267, 0.3028, -4.0702], [-0.6218, 0.0627, -2.9299], [2.4802, -4.7899, -3.4449], [2.4059, -7.2387, -2.4438], [1.4840, -7.5883, -0.1931], [-0.4096, -6.0790, 0.4008], [2.4636, -1.4788, 1.3663], [2.7665, -1.0578, 2.5382], [1.9843, -1.3537, 3.6052], [2.3661, -1.1154, 4.8910], [3.6213, -0.5866, 5.1779], [4.3760, -0.2232, 4.1227], [4.0565, -0.4915, 2.7436], [5.1072, -0.1694, 1.4618], [1.0529, -1.8225, 3.3186], [1.7466, -1.3885, 5.7191], [4.0643, -0.4594, 6.2096], [5.3436, 0.3293, 4.2325], [-3.6953, -0.2858, -4.6793], [-4.1774, 0.7196, -5.5720], [-3.1477, 1.0703, -6.6266], [-3.1805, 2.2717, -7.3983], [-2.2394, 2.5038, -8.3516], [-1.4341, 1.4616, -8.7637], [-1.4584, 0.3005, -7.9137], [-2.2888, 0.0781, -6.9478], [-3.0872, -0.8418, -5.2324], [-4.3338, 1.5950, -4.9461], [-5.1252, 0.4432, -6.0423], [-3.8739, 3.0637, -7.1960], [-2.2776, 3.4343, -8.9050], [-0.8925, 1.4068, -9.7332], [-0.7905, -0.5188, -8.1296], [7.0397, 3.5955, -0.2948], [5.5809, 3.1545, -0.5633], [4.2513, 4.4375, -0.1708], [5.0862, 5.9701, -0.6858], [4.1324, 7.1616, -0.6806], [4.5091, 4.4895, 1.6608], [3.3934, 3.7341, 2.4212], [7.5933, 2.7470, 0.0773], [7.0485, 4.3206, 0.5314], [7.6054, 3.9994, -1.1849], [5.3563, 2.2798, 0.0380], [5.4815, 2.9503, -1.6443], [5.4860, 5.9035, -1.6979], [5.9789, 6.1572, -0.1091], [3.2704, 6.9071, -1.2708], [4.6058, 8.0716, -1.0624], [3.7936, 7.3469, 0.3550], [4.5841, 5.5888, 1.9686], [5.5615, 4.1950, 1.8624], [2.4942, 4.3641, 2.6707], [3.8157, 3.1163, 3.2800], [3.0294, 3.0289, 1.7238]],
  "forces_ev_per_a": [[0.48, 0.18, -0.24], [-1.17, -1.14, 0.89], [0.46, -0.48, 2.09], [1.63, 0.27, 1.55], [1.25, 0.12, -0.15], [0.10, 0.70, 0.45], [-0.24, -0.59, -1.96], [-2.04, 0.59, -1.38], [0.06, 0.70, 0.10], [1.71, -1.25, 0.60], [-2.24, -0.12, 0.17], [-0.90, -0.67, 0.71], [0.98, 0.80, -1.71], [-0.21, -0.28, 0.06], [-0.05, -0.29, -0.65], [-0.95, 0.54, -0.79], [-1.46, -0.23, -0.78], [1.52, 1.13, -0.26], [-2.36, -1.52, 2.60], [0.04, -0.23, -0.76], [-0.06, -0.13, -1.45], [0.67, 0.96, 0.01], [0.63, -0.97, 0.00], [0.15, 0.37, -0.14], [0.38, 0.34, -0.38], [0.27, 0.28, -0.51], [0.19, -0.05, 0.00], [-0.02, 0.32, 0.25], [-0.51, -0.98, -0.79], [-0.06, -0.33, -0.17], [-0.01, 0.34, 0.70], [-0.40, -1.11, 1.42], [-0.14, 0.56, 0.33], [-0.17, -0.08, -0.60], [0.74, 1.26, -0.06], [0.10, -0.15, -0.08], [0.91, 0.57, 0.42], [0.43, -0.11, 0.20], [0.58, 0.20, 0.24], [0.09, -0.10, 0.36], [0.06, 0.07, -0.16], [-0.11, -0.34, 0.28], [-0.27, 0.00, 0.29], [1.10, 0.17, -0.06], [-1.33, 0.46, -0.29], [0.63, 0.37, -0.96], [-0.01, -1.47, 0.64], [1.93, 0.90, -1.55], [-3.54, -3.70, 2.63], [0.61, 3.08, -0.82], [-0.41, -1.02, 2.41], [0.27, 0.59, -1.91], [0.51, -0.89, 1.88], [-1.28, -0.09, 0.47], [-0.07, 0.90, -1.12], [0.67, -1.92, -0.78], [0.69, 0.66, -0.63], [-0.56, 1.10, 0.00], [-0.89, -0.64, 1.11], [0.66, 0.31, -0.56], [-0.28, 0.78, -1.03], [1.13, 0.93, -0.23], [-0.85, 0.08, -0.30], [2.21, -0.22, 0.41], [-0.17, 0.14, -0.67], [0.19, -0.26, 1.06], [0.26, 0.24, 1.30], [1.98, 0.99, -2.00], [-1.15, 0.22, 1.15], [0.04, 0.08, -0.10], [0.08, 0.31, 0.20], [-0.62, -0.26, 0.12], [-0.99, -0.09, -1.13], [-0.85, -0.82, 0.06], [0.15, -0.18, -1.52], [0.97, -0.02, 0.94], [-0.38, 0.25, -1.71], [-0.12, -1.05, 2.44], [0.11, -0.22, -1.90], [0.43, -1.69, 0.79], [1.02, 0.82, -2.79], [-1.22, 1.11, 1.74], [-0.49, 0.48, 0.78], [-0.29, 0.20, -0.04], [-0.05, -0.10, -0.09], [-0.38, 0.12, 0.44], [0.09, 0.03, -0.04], [-0.06, 0.42, 1.15], [0.21, -0.15, -0.19], [-0.05, 0.37, -0.14], [0.21, 1.15, -0.89], [0.27, -1.09, -0.03], [0.39, 0.73, -0.66], [0.34, -0.01, 1.04], [0.55, 2.17, 0.72], [0.85, 0.09, 0.92], [0.30, -0.36, 0.00], [0.31, 0.04, -0.35], [-0.82, -0.23, 0.89], [-0.25, -0.30, -0.13], [-0.15, -0.36, 0.51], [-0.15, -0.50, -0.27], [0.26, 0.21, 0.57], [-0.47, 0.11, -0.31], [-0.09, -0.07, 0.03], [-0.01, 0.11, -0.42], [-0.50, -1.13, -0.34], [-0.80, -0.53, 0.14], [1.16, -0.44, 0.11], [-0.80, 1.07, -0.81], [-0.60, -1.17, -0.56]],
  "gap_ev": 4.380,
  "max_force_ev_per_a": 5.75,
  "charge": -2,
  "e_homo_ha": -0.03047
}